A | {
  "formula": "C4H13NO",
  "method": "ωB97M-V with the def2-TZVPD basis set",
  "charge": 0,
  "smiles": "CC(C)CN.O",
  "lumo_ev": 0.8843,
  "elements": ["C", "C", "C", "C", "N", "H", "H", "H", "H", "H", "H", "H", "H", "H", "H", "H", "O", "H", "H"],
  "positions_angstrom": [[-0.0480, -1.5307, -0.1841], [0.8995, -0.3683, -0.3465], [1.2917, -0.0379, -1.7728], [0.3260, 0.7474, 0.6029], [0.4226, 0.4092, 2.0837], [-0.9854, -1.3210, -0.7374], [-0.4114, -1.8684, 0.7662], [0.4382, -2.2909, -0.7655], [1.9421, -0.6617, 0.2366], [1.9837, 0.8003, -1.9754], [1.6318, -0.8199, -2.4442], [0.3671, 0.2707, -2.2808], [-0.7412, 1.0305, 0.5888], [0.8624, 1.6239, 0.3218], [-0.0774, 0.9998, 2.6505], [1.2903, 0.1623, 2.4703], [-3.4114, 0.8617, 0.2808], [-2.7743, 0.4453, 0.8446], [-3.0064, 1.5477, -0.3394]],
  "lowdin_charge": [-0.1083, -0.4295, -0.0945, -0.2215, 0.0178, 0.0861, 0.0677, 0.0641, 0.1735, 0.0813, 0.0722, 0.0783, 0.0859, 0.0804, 0.0184, 0.0400, -0.0828, -0.0055, 0.0764]
}


B | {
  "formula": "C4H13NO",
  "method": "ωB97M-V with the def2-TZVPD basis set",
  "charge": 0,
  "smiles": "CC(C)CN.O",
  "lumo_ev": 1.0314,
  "elements": ["C", "C", "C", "C", "N", "H", "H", "H", "H", "H", "H", "H", "H", "H", "H", "H", "O", "H", "H"],
  "positions_angstrom": [[-0.2251, -1.1175, 2.6690], [-0.7026, -0.4696, 1.3942], [-2.1157, 0.1131, 1.5256], [0.3190, 0.6275, 1.0067], [0.3449, 1.0017, -0.4188], [-0.5830, -0.4765, 3.4851], [0.7847, -1.4598, 2.7813], [-0.7953, -2.0981, 2.7357], [-0.7576, -1.0706, 0.4315], [-2.3002, 0.9093, 0.8087], [-2.9196, -0.6173, 1.3996], [-2.1370, 0.5196, 2.5206], [1.3309, 0.2483, 1.1462], [0.2404, 1.5782, 1.6022], [-0.1793, 1.8454, -0.6292], [0.1542, 0.1906, -0.9863], [1.9949, -0.1891, -5.1899], [2.4540, 0.5412, -4.7662], [2.5616, -0.4584, -5.9144]],
  "lowdin_charge": [-0.0919, -0.4505, -0.0832, -0.2837, -0.0191, 0.0796, 0.0639, 0.0976, 0.1391, 0.0695, 0.0777, 0.0614, 0.0942, 0.1318, 0.0582, 0.0561, -0.0594, 0.0313, 0.0272]
}


The structure with the least stability is A.


A | {
  "formula": "C4H13NO",
  "method": "ωB97M-V with the def2-TZVPD basis set",
  "charge": 0,
  "smiles": "CCC.NCO",
  "lumo_ev": 0.9916,
  "elements": ["C", "C", "C", "H", "H", "H", "H", "H", "H", "H", "H", "N", "C", "O", "H", "H", "H", "H", "H"],
  "positions_angstrom": [[-1.1107, -1.5393, 1.2459], [-1.8835, -0.4435, 1.9466], [-2.2760, 0.7055, 1.0342], [-0.1125, -1.1356, 1.0517], [-1.0890, -2.4860, 1.7749], [-1.5091, -1.7278, 0.2432], [-2.8008, -0.9111, 2.3276], [-1.3441, -0.1072, 2.8326], [-3.0987, 1.2788, 1.4606], [-2.7534, 0.2680, 0.1496], [-1.4516, 1.3612, 0.7696], [2.6635, -0.0887, -0.7531], [1.4810, 0.6886, -0.9939], [1.1310, 0.6762, -2.3474], [3.2336, -0.1788, -1.5841], [3.2661, 0.3092, -0.0466], [1.5164, 1.7676, -0.8127], [0.6284, 0.2673, -0.4519], [0.8083, -0.2102, -2.5499]],
  "lowdin_charge": [-0.1307, -0.3347, -0.1239, 0.0538, 0.0680, 0.0707, 0.0984, 0.0989, 0.0651, 0.0726, 0.0634, 0.0191, -0.3826, -0.0614, 0.0697, 0.0649, 0.1190, 0.0818, 0.0880]
}


B | {
  "formula": "C4H13NO",
  "method": "ωB97M-V with the def2-TZVPD basis set",
  "charge": 0,
  "lumo_ev": -1.2426,
  "elements": ["C", "N", "C", "C", "C", "H", "H", "H", "H", "H", "H", "H", "H", "H", "H", "H", "H", "H", "O"],
  "positions_angstrom": [[0.2636, 1.3959, -0.2602], [0.6929, 0.8162, 1.0104], [-0.1513, -0.3121, 1.4768], [0.3355, -1.6881, 1.0564], [0.7544, 0.8224, -1.5577], [0.4317, 2.4681, -0.1714], [-0.8569, 1.0932, -0.3183], [1.6542, 0.5044, 0.9165], [-1.7292, 1.1960, -0.4474], [-0.2396, -0.2285, 2.5642], [-0.4020, -2.4361, 1.3801], [1.3130, -1.9151, 1.4919], [0.3156, -1.7392, -0.0310], [1.7903, 1.0817, -1.7860], [0.6216, -0.2439, -1.5735], [0.1010, 1.2206, -2.3513], [-1.1089, -0.1472, 0.9910], [-2.2005, -1.2167, -1.4409], [-1.5854, -0.6717, -0.9494]],
  "lowdin_charge": [-0.2574, -0.0544, -0.2845, -0.1026, -0.0868, 0.1220, 0.0115, 0.1089, 0.3257, 0.1051, 0.0795, 0.0704, 0.0459, 0.0853, 0.0512, 0.0916, 0.0558, -0.0475, -0.3198]
}


C | {
  "formula": "C4H13NO",
  "method": "ωB97M-V with the def2-TZVPD basis set",
  "charge": 0,
  "smiles": "CCCCN.O",
  "lumo_ev": 0.7103,
  "elements": ["C", "C", "C", "C", "N", "H", "H", "H", "H", "H", "H", "H", "H", "H", "H", "H", "O", "H", "H"],
  "positions_angstrom": [[0.2657, 1.7022, 0.7705], [1.0703, 1.1188, -0.3902], [0.5047, -0.2209, -0.9184], [0.8112, -1.4143, 0.0305], [2.1636, -2.0118, -0.2763], [-0.8433, 1.6947, 0.5681], [0.4507, 2.7888, 0.9118], [0.3411, 1.0525, 1.6277], [0.9284, 1.7931, -1.2244], [2.1034, 1.1415, -0.0128], [-0.5665, -0.2717, -0.8718], [0.8844, -0.3637, -1.9392], [0.1407, -2.2620, -0.1143], [0.8625, -1.0434, 1.0415], [2.3739, -2.7940, 0.3328], [2.9227, -1.3616, -0.0816], [-4.0652, 0.7728, 0.5484], [-4.5314, -0.0358, 0.2718], [-3.4986, 0.7463, -0.2379]],
  "lowdin_charge": [-0.1279, -0.2670, -0.2013, -0.2563, -0.0316, 0.0749, 0.0796, 0.0540, 0.0918, 0.1080, 0.0837, 0.1089, 0.1040, 0.0863, 0.0483, 0.0506, -0.0721, 0.0404, 0.0257]
}


The structure with the least stability is B.


A | {
  "formula": "C4H13NO",
  "method": "ωB97M-V with the def2-TZVPD basis set",
  "charge": 0,
  "smiles": "CCNCC.O",
  "lumo_ev": 1.0128,
  "elements": ["C", "C", "N", "C", "C", "H", "H", "H", "H", "H", "H", "H", "H", "H", "H", "H", "O", "H", "H"],
  "positions_angstrom": [[-0.0758, -0.8098, -1.9310], [0.5205, -0.7439, -0.5110], [0.0426, 0.3448, 0.2732], [-0.0976, 0.2288, 1.7442], [-1.5528, 0.0578, 2.1720], [-0.8144, -1.6123, -1.9899], [-0.6286, 0.1103, -2.1015], [0.7052, -0.9989, -2.6587], [1.6265, -0.7657, -0.6242], [0.3539, -1.6935, 0.0315], [-0.8623, 0.6639, -0.0335], [0.3522, 1.1056, 2.2083], [0.4837, -0.6472, 2.0536], [-1.4876, -0.1439, 3.2486], [-2.0904, -0.7711, 1.7205], [-2.0887, 1.0018, 2.0783], [1.5913, 1.6687, -2.1839], [2.1336, 2.1848, -1.6113], [1.8888, 0.8198, -1.8854]],
  "lowdin_charge": [-0.0921, -0.3318, -0.0991, -0.2709, -0.1018, 0.0684, 0.0684, 0.0683, 0.0989, 0.1053, 0.0911, 0.0991, 0.1041, 0.0696, 0.0716, 0.0698, -0.0342, 0.0262, -0.0107]
}


B | {
  "formula": "C4H13NO",
  "method": "ωB97M-V with the def2-TZVPD basis set",
  "charge": 0,
  "smiles": "CCNCC.O",
  "lumo_ev": 0.9840,
  "elements": ["C", "C", "N", "C", "C", "H", "H", "H", "H", "H", "H", "H", "H", "H", "H", "H", "O", "H", "H"],
  "positions_angstrom": [[1.2259, -1.4133, -1.8147], [1.1009, -0.3428, -0.7435], [-0.2820, -0.0873, -0.3054], [-0.7158, 1.3075, -0.5001], [-1.7336, 1.7219, 0.5826], [2.2659, -1.4268, -2.1582], [0.6658, -1.1491, -2.7179], [0.8874, -2.3916, -1.4709], [1.6838, -0.6044, 0.1184], [1.5757, 0.5634, -1.1321], [-0.8959, -0.7086, -0.8158], [0.1485, 1.9156, -0.2894], [-1.1016, 1.5220, -1.4995], [-1.7718, 2.7813, 0.8353], [-2.7359, 1.3620, 0.3312], [-1.4601, 1.1938, 1.4925], [0.4782, -0.9616, 2.5541], [0.8549, -1.8242, 2.3285], [-0.2326, -0.8184, 1.9117]],
  "lowdin_charge": [-0.1011, -0.2931, -0.0954, -0.2730, -0.0931, 0.0734, 0.0720, 0.0708, 0.0857, 0.1068, 0.1016, 0.0972, 0.1083, 0.0671, 0.0655, 0.0557, -0.0820, 0.0330, 0.0007]
}


The structure with the least stability is A.